[1]
Below is C21H22ClN2O4PdSe2 as an isolated structure in a non-equilibrium geometry, with properties calculated with ωB97M-V/def2-TZVPD.

Properties
**Highest occupied orbital energy (alpha / beta)**: -16.31 / -16.23 eV
**Charge**: +3
**M**: 666.21 g/mol
**HOMO-LUMO gap (alpha / beta)**: 2.646 / 2.571 eV

Positions of all 53 atoms, in Å:
Pd -0.0045 -0.0667 -0.3217
C -0.8181 1.2930 2.5033
O -0.3598 0.0297 1.9634
C -1.2069 -1.0698 2.3354
C -2.2465 -1.2570 1.2821
O -1.5204 -1.5198 0.0591
C -2.3133 -2.2223 -0.9187
H -0.8176 1.2310 3.5896
H -1.8168 1.5284 2.1369
H -0.1221 2.0540 2.1726
H -1.6516 -0.8929 3.3150
H -0.5747 -1.9555 2.3929
H -2.8755 -0.3752 1.1425
H -2.8849 -2.1094 1.5174
H -2.6686 -3.1496 -0.4749
H -1.6816 -2.4578 -1.7661
H -3.1555 -1.6090 -1.2400
Se 2.8975 -0.9034 -2.3274
Se 1.0338 -2.1782 -2.4650
C -0.1482 -0.8918 -3.2324
C -0.5465 -0.9606 -4.5458
C -1.5489 -0.0799 -4.9595
C -2.0874 0.8043 -4.0465
C -1.6152 0.8118 -2.7393
N -0.6595 -0.0257 -2.3302
C 3.2320 -1.2646 -0.4929
C 4.5544 -1.4749 -0.1429
C 4.8230 -1.7136 1.2036
C 3.7682 -1.7202 2.0903
C 2.4719 -1.4792 1.6217
N 2.1884 -1.2522 0.3424
H -0.1075 -1.6767 -5.2266
H -1.9009 -0.1016 -5.9829
H -2.8735 1.4900 -4.3315
H -1.9972 1.4992 -1.9969
H 5.3439 -1.4797 -0.8828
H 5.8368 -1.8962 1.5351
H 3.9270 -1.9036 3.1445
H 1.6355 -1.4523 2.3060
Cl 3.1001 7.8288 -1.1794
C 2.4759 6.3182 -1.0573
C 3.2940 5.2625 -0.5258
C 2.7619 4.0154 -0.4263
C 1.4254 3.7861 -0.8371
C 0.6141 4.8299 -1.3527
C 1.1234 6.0832 -1.4755
C 0.8089 2.4187 -0.6903
O -0.3911 2.3532 -0.4062
O 1.5516 1.3890 -0.8318
H 4.3069 5.4879 -0.2191
H 3.3441 3.1936 -0.0327
H -0.4093 4.6164 -1.6282
H 0.5441 6.9094 -1.8651

Löwdin atomic charge list, values in e, 6 entries:
1. Pd 1.110
2. C -0.023
3. O -0.284
4. C -0.151
5. C -0.131
6. O -0.305

[2]
Below is the molecule C21H22F2N4O3S2 in a non-equilibrium geometry, with properties calculated with ωB97M-V/def2-TZVPD.

Properties
**Highest occupied orbital energy**: -8.18 eV
**Charge**: 0
**M**: 480.56 g/mol
**SMILES**: O=S(=O)(Nc1nc(CN2CCOCC2)nc2sc3c(c12)CCCC3)c1cc(F)ccc1F
**HOMO-LUMO gap**: 8.638 eV

Positions of all 54 atoms, in Å:
O 1.9475 -0.7913 -1.7458
S 2.5910 -0.3084 -0.5701
O 3.9746 0.0445 -0.6373
N 1.8169 1.1229 -0.0737
C 0.4462 1.0792 -0.0783
N -0.0468 -0.1020 0.2548
C -1.3620 -0.2666 0.3116
C -1.8946 -1.6048 0.7302
N -0.9564 -2.6826 0.4940
C -0.6557 -2.9241 -0.9111
C -1.7951 -3.6463 -1.6398
O -2.1221 -4.8632 -0.9949
C -2.4765 -4.6493 0.3538
C -1.3491 -3.9370 1.1153
N -2.2561 0.6754 0.0687
C -1.7687 1.8615 -0.2541
S -2.7634 3.2352 -0.5982
C -1.3400 4.2078 -0.9012
C -0.1761 3.5257 -0.7603
C -0.3953 2.1673 -0.3685
C 1.1577 4.1678 -1.0022
C 0.9977 5.5145 -1.7112
C -0.1122 6.3376 -1.0648
C -1.4580 5.6440 -1.2763
C 2.3314 -1.4102 0.8200
C 2.0248 -0.9231 2.0737
C 1.8105 -1.8254 3.1001
F 1.4944 -1.3587 4.3201
C 1.9139 -3.1941 2.9115
C 2.2534 -3.6724 1.6606
C 2.4610 -2.7722 0.6260
F 2.8118 -3.2404 -0.5766
H 2.2764 1.9756 -0.3508
H -2.0719 -1.5544 1.8112
H -2.8764 -1.7270 0.2460
H -0.4149 -1.9809 -1.3992
H 0.2327 -3.5595 -0.9473
H -1.4923 -3.9155 -2.6522
H -2.6875 -3.0037 -1.6939
H -2.6642 -5.6380 0.7768
H -3.4037 -4.0575 0.4095
H -1.6492 -3.7535 2.1488
H -0.4663 -4.5838 1.1151
H 1.6645 4.3149 -0.0419
H 1.7788 3.5118 -1.6190
H 0.7483 5.3434 -2.7601
H 1.9431 6.0577 -1.6744
H 0.0840 6.4353 0.0047
H -0.1416 7.3382 -1.4972
H -1.7565 5.7220 -2.3266
H -2.2393 6.1211 -0.6814
H 1.9350 0.1361 2.2441
H 1.7350 -3.8645 3.7370
H 2.3615 -4.7293 1.4750

Löwdin atomic charge list, values in e, 6 entries:
1. O -0.254
2. S 0.706
3. O -0.271
4. N -0.006
5. C -0.284
6. N 0.173

[3]
Below is the molecule C21H22FN3O3S, with properties calculated with ωB97M-V/def2-TZVPD.

Properties
**Highest occupied orbital energy**: -8.61 eV
**Charge**: 0
**M**: 415.49 g/mol
**SMILES**: CCOCCCn1c(=S)[nH]c2cc(C(=O)NCc3ccc(F)cc3)ccc2c1=O
**HOMO-LUMO gap**: 8.306 eV

Positions of all 51 atoms, in Å:
C -5.9445 -3.7216 0.5381
C -5.3990 -2.5126 1.2783
O -5.6084 -1.3711 0.4808
C -5.0426 -0.1990 1.0042
C -5.1988 0.9110 -0.0293
C -4.3966 0.6287 -1.3002
N -2.9599 0.6892 -1.0620
C -2.2229 -0.4622 -1.0425
S -2.8173 -1.9689 -1.3310
N -0.8897 -0.3471 -0.7707
C -0.2371 0.8388 -0.5589
C 1.1300 0.8857 -0.2914
C 1.7470 2.1115 -0.0964
C 3.2198 2.2234 0.1523
O 3.8897 3.1155 -0.3251
N 3.7277 1.2713 0.9679
C 5.1453 1.1715 1.2520
C 5.7568 -0.0030 0.5318
C 6.2774 -1.0852 1.2278
C 6.8116 -2.1686 0.5520
C 6.8086 -2.1553 -0.8303
F 7.3221 -3.2096 -1.4957
C 6.2922 -1.0922 -1.5505
C 5.7677 -0.0167 -0.8594
C 1.0071 3.2931 -0.1835
C -0.3464 3.2478 -0.4340
C -0.9823 2.0217 -0.6195
C -2.4240 1.9649 -0.8900
O -3.1314 2.9452 -0.9649
H -5.4171 -3.8345 -0.4048
H -7.0019 -3.5828 0.3320
H -5.8078 -4.6179 1.1365
H -4.3212 -2.6409 1.4693
H -5.9028 -2.3886 2.2515
H -3.9765 -0.3625 1.2407
H -5.5474 0.0856 1.9425
H -4.8912 1.8643 0.4001
H -6.2505 0.9744 -0.3072
H -4.6412 -0.3669 -1.6703
H -4.6355 1.3832 -2.0530
H -0.3718 -1.2164 -0.7768
H 1.6947 -0.0361 -0.2763
H 3.1290 0.5470 1.3296
H 5.2955 1.0842 2.3316
H 5.5904 2.1063 0.8985
H 6.2740 -1.0823 2.3080
H 7.2243 -3.0135 1.0799
H 6.3103 -1.1148 -2.6284
H 5.3659 0.8277 -1.3992
H 1.5202 4.2328 -0.0548
H -0.9415 4.1453 -0.4991

Löwdin atomic charge list, values in e, 6 entries:
1. C -0.070
2. C -0.303
3. O -0.180
4. C -0.242
5. C -0.129
6. C -0.156

[4]
Below is C21H22IN4O6Y as an isolated structure, with properties calculated with ωB97M-V/def2-TZVPD.

Properties
**Highest occupied orbital energy**: -7.64 eV
**Charge**: 0
**M**: 642.24 g/mol
**HOMO-LUMO gap**: 7.794 eV

Positions of all 55 atoms, in Å:
Y 0.8443 0.1227 -0.2136
O -1.1400 1.6782 -0.0947
C -0.8340 2.6197 0.9443
C 0.3876 3.4465 0.5941
N 1.5961 2.6268 0.3934
C 2.3184 3.0668 -0.8102
C 1.4870 2.6810 -2.0463
O 1.3152 3.4883 -2.9395
O 1.0072 1.4812 -1.9856
C 2.4277 2.5572 1.6050
C 2.0052 1.3250 2.4111
O 1.7094 1.4129 3.5924
O 1.9864 0.2521 1.6906
H -1.1231 2.1295 -0.9515
H -0.6712 2.0239 1.8441
H -1.6871 3.2799 1.1174
H 0.5457 4.1960 1.3762
H 0.1773 3.9925 -0.3303
H 3.2699 2.5340 -0.8631
H 2.5158 4.1418 -0.8148
H 2.3660 3.4648 2.2076
H 3.4667 2.4023 1.3135
I -0.9351 -1.4181 -2.3557
C 0.7902 -2.0003 -3.4131
C 0.6290 -2.4205 -4.7000
C 1.7414 -2.9069 -5.4142
C 2.9595 -2.9789 -4.8034
C 3.1314 -2.5458 -3.4660
C 4.3915 -2.6475 -2.8296
C 4.5479 -2.2165 -1.5472
C 3.4631 -1.6259 -0.8568
C 2.1980 -1.5023 -1.4035
C 2.0366 -2.0060 -2.7329
H -0.3432 -2.3891 -5.1740
H 1.6134 -3.2307 -6.4389
H 3.8200 -3.3694 -5.3346
H 5.2204 -3.0774 -3.3804
H 5.5108 -2.3083 -1.0573
H 3.6546 -1.2657 0.1523
C -0.7637 -0.5964 3.9941
N -1.6149 -1.5145 3.2325
C -2.4727 -2.3670 3.8394
C -3.2457 -3.2169 3.1337
C -3.1039 -3.1713 1.7134
N -2.2765 -2.3348 1.1195
C -1.5211 -1.4972 1.8502
O -0.7246 -0.6930 1.3408
N -3.8280 -3.9817 0.9237
H -0.7861 -0.8804 5.0433
H -1.1284 0.4249 3.8921
H 0.2576 -0.6243 3.6267
H -2.4905 -2.3247 4.9195
H -3.9228 -3.8995 3.6240
H -4.4911 -4.6308 1.3016
H -3.6959 -3.9229 -0.0714

Löwdin atomic charge list, values in e, 6 entries:
1. Y 1.393
2. O -0.147
3. C -0.188
4. C -0.140
5. N -0.202
6. C -0.093

[5]
Below is C21H22MnN6O5S2 as an isolated structure, with properties calculated with ωB97M-V/def2-TZVPD.

Properties
**Highest occupied orbital energy (alpha / beta)**: -7.18 / -7.19 eV
**Charge**: 0
**M**: 557.52 g/mol
**HOMO-LUMO gap (alpha / beta)**: 7.097 / 7.105 eV
**Spin multiplicity**: 2

Positions of all 57 atoms, in Å:
Mn 0.2628 -0.1644 0.2266
C -3.2287 -3.0597 -0.7089
C -1.9463 -2.6033 -0.0631
O -1.4297 -1.5353 -0.3690
N -1.3843 -3.4540 0.8294
C -0.0760 -3.1975 1.4282
C 1.0501 -3.1741 0.4248
C 1.7775 -4.3164 0.1395
C 2.7574 -4.2700 -0.8404
C 2.9652 -3.0800 -1.5126
C 2.2091 -1.9779 -1.1524
N 1.2798 -2.0167 -0.1975
H -3.8448 -2.1883 -0.9156
H -3.7803 -3.7690 -0.0936
H -2.9869 -3.5328 -1.6618
H -1.7703 -4.3794 0.8967
H 0.1014 -3.9714 2.1720
H -0.1196 -2.2370 1.9408
H 1.5810 -5.2290 0.6874
H 3.3455 -5.1485 -1.0710
H 3.7133 -2.9857 -2.2862
H 2.3531 -1.0191 -1.6356
S 3.6451 -0.9716 1.5892
C 3.2809 0.3138 0.5507
N 2.1183 0.9220 0.3013
C 2.3156 2.0927 -0.4417
C 1.3661 3.0928 -0.6436
C 1.6948 4.2044 -1.3948
C 2.9714 4.3524 -1.9347
C 3.9469 3.4023 -1.6892
C 3.6115 2.2901 -0.9289
S 4.6342 1.0221 -0.3244
H 0.3820 3.0055 -0.2038
H 0.9477 4.9690 -1.5656
H 3.2081 5.2264 -2.5274
H 4.9545 3.5309 -2.0631
C -2.6974 0.6478 2.9322
C -2.5202 1.2387 1.5794
N -1.5531 0.9983 0.7217
C -1.8805 1.6709 -0.4414
C -3.0523 2.3532 -0.2547
N -3.4311 2.0679 1.0309
C -3.9112 3.2440 -1.0797
O -3.5282 3.4718 -2.3066
O -4.9117 3.7111 -0.5791
C -1.0641 1.4402 -1.6936
O -1.3768 2.0494 -2.7257
O -0.1156 0.6185 -1.5678
H -1.8562 0.0034 3.1664
H -3.6013 0.0363 2.9568
H -2.7882 1.4159 3.7009
H -4.2815 2.4263 1.4376
H -2.6669 2.9667 -2.5430
N 0.6823 -0.1887 2.4385
H 0.9749 0.7830 2.4919
H 1.5617 -0.7160 2.5215
H 0.1110 -0.3821 3.2519

Löwdin atomic charge list, values in e, 6 entries:
1. Mn 0.674
2. C 0.022
3. C -0.481
4. O 0.021
5. N 0.089
6. C -0.100

[6]
Below is the molecule C21H22N2O2 in a non-equilibrium geometry, with properties calculated with ωB97M-V/def2-TZVPD.

Properties
**Highest occupied orbital energy**: -8.85 eV
**Charge**: 0
**M**: 334.42 g/mol
**SMILES**: Cc1ccc([C@H](C)NC(=O)c2c(-c3ccccc3)noc2C)cc1C
**HOMO-LUMO gap**: 9.447 eV

Positions of all 47 atoms, in Å:
C -5.0555 -1.4855 -1.9211
C -4.0293 -0.7684 -1.0995
C -3.4719 0.4186 -1.5526
C -2.5257 1.0980 -0.8084
C -2.1109 0.5976 0.4181
C -1.0830 1.3278 1.2478
C -1.5960 2.7018 1.6902
N 0.1586 1.4680 0.5075
C 1.3543 1.0750 1.0011
O 1.4884 0.5894 2.1066
C 2.4763 1.3514 0.0694
C 3.5360 0.5124 -0.4140
C 3.8196 -0.8961 -0.1684
C 4.5614 -1.6018 -1.1172
C 4.8622 -2.9340 -0.9159
C 4.4304 -3.5785 0.2330
C 3.7012 -2.8808 1.1806
C 3.3949 -1.5454 0.9877
N 4.2973 1.1989 -1.2328
O 3.8150 2.4593 -1.3033
C 2.7210 2.5601 -0.5354
C 2.0380 3.8761 -0.4582
C -2.6634 -0.5917 0.8694
C -3.6161 -1.2811 0.1335
C -4.1909 -2.5606 0.6581
H -4.7104 -2.4870 -2.1767
H -5.9873 -1.5894 -1.3659
H -5.2596 -0.9447 -2.8416
H -3.7859 0.8206 -2.5057
H -2.1185 2.0241 -1.1899
H -0.8321 0.7368 2.1348
H -2.5171 2.5844 2.2545
H -0.8573 3.1888 2.3225
H -1.7967 3.3350 0.8289
H 0.0966 1.8142 -0.4362
H 4.8928 -1.0855 -2.0045
H 5.4357 -3.4737 -1.6555
H 4.6661 -4.6212 0.3897
H 3.3705 -3.3776 2.0809
H 2.8412 -1.0065 1.7396
H 1.3879 3.9102 0.4114
H 2.7816 4.6674 -0.3897
H 1.4466 4.0525 -1.3571
H -2.3420 -0.9915 1.8209
H -3.7561 -2.8119 1.6218
H -5.2708 -2.4760 0.7756
H -3.9973 -3.3797 -0.0338

Löwdin atomic charge list, values in e, 6 entries:
1. C -0.047
2. C -0.239
3. C -0.036
4. C -0.041
5. C -0.185
6. C -0.311

[7]
Below is the molecule C21H22N2O3, with properties calculated with ωB97M-V/def2-TZVPD.

Properties
**Highest occupied orbital energy**: -8.01 eV
**Charge**: 0
**M**: 350.42 g/mol
**SMILES**: O=C(CCc1c[nH]c2ccccc12)NCCc1ccc2c(c1)OCCO2
**HOMO-LUMO gap**: 8.745 eV

Positions of all 48 atoms, in Å:
O 3.0919 1.1164 -3.3052
C 2.1584 1.2274 -2.5411
C 0.7025 1.0343 -2.9313
C 0.2080 -0.3433 -2.4411
C -1.2640 -0.3450 -2.2013
C -2.2447 -0.8742 -2.9862
N -3.4747 -0.6530 -2.4244
C -3.3119 0.0334 -1.2576
C -4.2479 0.4894 -0.3378
C -3.7817 1.1718 0.7651
C -2.4141 1.3922 0.9564
C -1.4823 0.9365 0.0508
C -1.9229 0.2486 -1.0791
N 2.2999 1.5502 -1.2326
C 3.5668 1.5497 -0.5421
C 3.8970 0.1675 0.0545
C 2.6963 -0.4662 0.7044
C 2.2157 -1.6901 0.2518
C 1.0808 -2.2553 0.8006
C 0.3947 -1.6082 1.8187
C 0.8859 -0.3928 2.3047
C 2.0237 0.1679 1.7397
O 0.2743 0.2777 3.3346
C -0.6369 -0.5219 4.0545
C -1.5249 -1.3150 3.0966
O -0.7408 -2.1915 2.3173
H 0.6073 1.1045 -4.0142
H 0.1006 1.8224 -2.4751
H 0.7109 -0.5984 -1.5043
H 0.4685 -1.1046 -3.1770
H -2.1552 -1.4048 -3.9148
H -4.3537 -0.9503 -2.8113
H -5.3040 0.3163 -0.4847
H -4.4822 1.5432 1.4985
H -2.0864 1.9336 1.8326
H -0.4285 1.1000 0.2238
H 1.4804 1.5088 -0.6466
H 3.5259 2.3072 0.2445
H 4.3338 1.8272 -1.2676
H 4.7044 0.2853 0.7802
H 4.2495 -0.4840 -0.7459
H 2.7308 -2.2042 -0.5457
H 0.6965 -3.1976 0.4449
H 2.3714 1.1089 2.1377
H -1.2284 0.1586 4.6687
H -0.0883 -1.2204 4.7019
H -2.2346 -1.9381 3.6430
H -2.0679 -0.6201 2.4415

Löwdin atomic charge list, values in e, 6 entries:
1. O 0.066
2. C -0.505
3. C -0.083
4. C -0.122
5. C -0.184
6. C -0.042

[8]
Below is the molecule C21H22N2O3S in a non-equilibrium geometry, with properties calculated with ωB97M-V/def2-TZVPD.

Properties
**Highest occupied orbital energy**: -8.07 eV
**Charge**: 0
**M**: 382.48 g/mol
**SMILES**: COc1ccc(CC(=O)N(C[C@H]2CCCO2)c2nc3ccccc3s2)cc1
**HOMO-LUMO gap**: 8.641 eV

Positions of all 49 atoms, in Å:
C 2.9070 -3.1523 1.7461
O 3.1916 -1.7785 1.8387
C 2.1466 -0.9062 1.9144
C 0.8060 -1.2666 1.9707
C -0.1750 -0.2903 1.9968
C 0.1529 1.0568 1.9496
C -0.9180 2.1118 1.8731
C -2.0670 1.7831 0.9366
O -3.2140 2.0636 1.1996
N -1.7674 1.1191 -0.2345
C -2.8761 0.5112 -0.9639
C -3.6096 -0.5690 -0.1407
C -4.4968 -1.4221 -1.0553
C -3.5248 -2.5035 -1.5443
C -2.3869 -2.4715 -0.5043
O -2.7282 -1.4875 0.4582
C -0.5016 0.9023 -0.7112
N -0.0703 -0.2201 -1.1460
C 1.2170 -0.1473 -1.5880
C 1.9834 -1.2186 -2.0331
C 3.2935 -0.9922 -2.3993
C 3.8470 0.2837 -2.3359
C 3.1012 1.3637 -1.9035
C 1.7883 1.1420 -1.5308
S 0.6184 2.2748 -0.9244
C 1.4998 1.4101 1.9513
C 2.4846 0.4473 1.9329
H 3.8720 -3.6476 1.6489
H 2.4012 -3.5210 2.6445
H 2.2940 -3.3749 0.8667
H 0.5036 -2.3011 1.9786
H -1.2105 -0.5948 2.0094
H -1.3740 2.2682 2.8555
H -0.4841 3.0672 1.5644
H -2.4628 0.0759 -1.8728
H -3.5930 1.2982 -1.2166
H -4.1592 -0.0840 0.6695
H -5.3000 -1.8664 -0.4685
H -4.9323 -0.8433 -1.8664
H -3.1425 -2.2686 -2.5369
H -4.0013 -3.4807 -1.5869
H -2.2793 -3.4167 0.0331
H -1.4276 -2.2103 -0.9661
H 1.5440 -2.2026 -2.0756
H 3.9024 -1.8169 -2.7379
H 4.8759 0.4327 -2.6261
H 3.5268 2.3534 -1.8517
H 1.7800 2.4541 1.9421
H 3.5285 0.7174 1.9098

Löwdin atomic charge list, values in e, 6 entries:
1. C -0.091
2. O -0.085
3. C -0.276
4. C -0.004
5. C -0.028
6. C -0.274

[9]
Below is the molecule C21H22N2O4, with properties calculated with ωB97M-V/def2-TZVPD.

Properties
**Highest occupied orbital energy**: -9.20 eV
**Charge**: 0
**M**: 366.42 g/mol
**SMILES**: CC(C)(O)CNC(=O)[C@@H](Cc1ccccc1)N1C(=O)c2ccccc2C1=O
**HOMO-LUMO gap**: 8.626 eV

Positions of all 49 atoms, in Å:
C -4.8828 -0.3992 0.4814
C -3.5938 -1.0818 0.9455
C -3.8849 -2.0360 2.1093
O -2.7296 -0.0424 1.3584
C -2.9626 -1.8833 -0.2216
N -2.0700 -1.0412 -0.9897
C -0.8747 -1.5114 -1.3774
O -0.5682 -2.6864 -1.3562
C 0.1410 -0.4852 -1.9182
C -0.3559 0.9260 -2.2977
C -0.7437 1.8017 -1.1371
C 0.2227 2.3084 -0.2752
C -0.1397 3.0678 0.8227
C -1.4720 3.3544 1.0633
C -2.4384 2.9034 0.1828
C -2.0753 2.1364 -0.9096
N 1.2300 -0.4313 -0.9589
C 1.0999 -0.5612 0.4107
O 0.0656 -0.7263 1.0134
C 2.4752 -0.4548 0.9528
C 2.9349 -0.5073 2.2515
C 4.3054 -0.3755 2.4562
C 5.1761 -0.1971 1.3925
C 4.7107 -0.1426 0.0818
C 3.3529 -0.2739 -0.1195
C 2.5513 -0.2572 -1.3650
O 2.9020 -0.1123 -2.5068
H -5.6441 -1.1385 0.2504
H -4.6904 0.2048 -0.4011
H -5.2453 0.2540 1.2702
H -4.3766 -1.4956 2.9142
H -2.9551 -2.4530 2.4904
H -4.5268 -2.8494 1.7824
H -1.8416 -0.3997 1.5080
H -2.3745 -2.7261 0.1556
H -3.7496 -2.2819 -0.8697
H -2.1707 -0.0506 -0.8045
H 0.5715 -0.9352 -2.8239
H 0.4618 1.4046 -2.8445
H -1.1970 0.8089 -2.9835
H 1.2702 2.1243 -0.4695
H 0.6246 3.4403 1.4892
H -1.7536 3.9400 1.9251
H -3.4775 3.1437 0.3473
H -2.8359 1.8133 -1.6088
H 2.2515 -0.6468 3.0744
H 4.6970 -0.4139 3.4616
H 6.2342 -0.0992 1.5835
H 5.3823 -0.0042 -0.7510

Löwdin atomic charge list, values in e, 6 entries:
1. C -0.021
2. C -0.598
3. C -0.023
4. O -0.026
5. C -0.098
6. N 0.101